Computed, not measured: a cluster of 7 separate species, C31H47BF8O19PS in total, with ωB97M-V/def2-TZVPD.

Frontier orbital gap ... 6.19 eV
Energy ... -114358.6986 eV
Charge ... -1
LUMO level ... 1.21 eV

Cartesian coordinates (Å):
S 4.4793 3.7276 2.0420
P 3.2718 3.3143 3.5634
F 1.1927 2.3137 5.6359
F 2.1749 6.2839 2.9906
F -0.7897 4.4586 3.2761
F 0.7763 4.9914 4.7341
F 1.1358 5.4245 1.2549
F 0.6245 3.3316 -0.9406
F -0.0161 1.3200 -0.5300
F -1.4640 2.9276 -0.5837
O 1.8257 -1.3413 2.5437
O -0.7154 -3.9366 -7.1590
O -3.7842 -5.6273 -10.9080
O 5.1945 -0.9998 -2.8996
O -0.3339 -1.6898 7.7354
O 0.8110 -5.1788 -6.0706
O 3.4942 -1.7097 -4.2010
O -2.1245 -1.0742 8.9635
O -0.8939 -2.8773 9.5280
O -5.7720 -5.0879 -9.9889
O -3.2835 10.8042 6.5181
O 3.6923 -1.8113 1.3733
O 0.3694 -5.5339 -8.2543
O 3.3092 -1.8247 -1.9919
O -4.0239 -3.7507 -9.6901
O -3.8340 9.0875 5.1682
O -0.1281 2.8443 1.1138
O 3.3792 0.2405 2.1565
O -2.3063 8.7872 6.7519
C -3.2391 7.8061 4.9135
C 0.9854 5.7648 2.5623
C -5.1664 -3.0273 -9.2069
C -0.2227 -5.0827 -10.5719
C -1.2079 -1.7990 8.7581
C -0.2308 2.6166 -0.1788
C -1.0241 -3.7474 -8.5481
C 2.8654 -1.0002 2.0689
C -2.6056 7.4662 6.2467
C 0.2156 -4.9144 -7.0659
C 6.0155 -1.7619 0.6595
C 2.0050 -2.1124 -2.5124
C -4.4672 -4.8996 -10.2634
C -6.1779 -4.1338 -8.9845
C 1.3101 -3.0941 6.6467
C 4.1058 -1.4636 -3.0238
C 1.1579 2.4565 1.7179
C 0.1007 -3.6381 8.8357
C -3.1509 9.6705 6.1817
C 0.5995 4.5432 3.4171
C 2.3028 -2.4896 -3.9487
C -1.3743 6.6063 6.1651
C -0.9579 0.3985 5.1824
C 4.7250 -0.9954 0.7702
C -0.6877 -5.1001 -9.1404
C 0.8320 1.9906 4.2901
C -0.6408 1.6184 4.2830
C 4.7420 0.1968 1.7026
C -7.6197 -3.7389 -9.1679
C 1.2169 -2.1533 -4.9326
C 0.7596 -2.5937 7.9578
B 1.3346 3.1006 3.1991
H -4.0043 7.1019 4.5989
H 3.6689 2.1074 4.1740
H 0.2138 6.5425 2.6427
H -1.5230 -5.7938 -9.0165
H 1.3990 -1.2062 -2.4403
H -1.5849 5.6890 5.6161
H 1.5251 -2.0484 8.5173
H -2.4924 7.9152 4.1239
H 5.9350 -2.5475 -0.0912
H -3.3464 7.0270 6.9211
H 1.3932 1.0687 4.0482
H 1.0834 -1.0718 -4.9938
H -7.8055 -3.4550 -10.2041
H 1.1502 1.3600 1.7788
H 6.8211 -1.0897 0.3645
H -0.5707 7.1355 5.6536
H -0.0475 -0.1709 5.3980
H -6.0226 -4.6041 -8.0102
H -5.4851 -2.3228 -9.9781
H 0.5017 -3.4551 6.0104
H -4.9027 -2.4868 -8.3014
H -1.6438 -0.2866 4.6682
H -0.9325 1.3908 3.2529
H 2.5809 -3.5438 -4.0236
H -8.2835 -4.5655 -8.9198
H -0.3813 -2.9558 -8.9431
H 3.4309 4.2272 4.6183
H 1.4643 -2.5222 -5.9246
H 5.3824 0.0460 2.5765
H 0.7240 -4.5469 -10.6542
H -0.3960 -4.4120 8.2444
H -7.8617 -2.8965 -8.5196
H 2.0174 -3.9061 6.8216
H 1.5450 -2.9072 -1.9319
H -1.0156 6.3349 7.1570
H -1.4350 0.6934 6.1190
H -2.0647 -3.4702 -8.6653
H 4.3742 -0.6954 -0.2147
H -0.0744 -6.0951 -10.9441
H 5.0070 1.1370 1.2280
H 0.2796 -2.6144 -4.6250
H 6.2651 -2.2266 1.6151
H -0.9718 -4.5969 -11.1963
H -1.2416 2.4718 4.6110
H 0.7761 -4.0996 9.5517
H 1.9629 2.7389 1.0311
H 1.8236 -2.2971 6.1113

***

Computed, not measured: a structure of composition C31H47BN11O8PW in a non-equilibrium geometry, with ωB97M-V/def2-TZVPD.

Frontier orbital gap (spin up / spin down) ... 6.78 / 6.86 eV
⟨S²⟩ ... 2.0117
Multiplicity ... 3
Energy ... -77456.2406 eV
Charge ... +2
LUMO level (spin up / spin down) ... -5.66 / -5.61 eV

Cartesian coordinates (Å):
W -0.3598 0.4132 -0.8067
P -1.4381 3.6011 -2.1989
O 0.8426 -4.7260 2.8983
O 0.4534 -0.0982 -2.7251
O -1.5854 -0.6040 -2.3417
O 2.2691 -0.9108 2.0065
O -0.9621 2.3233 -1.5831
O -4.2116 -2.2279 2.0176
O -2.8984 3.9088 -2.2989
O -1.0938 0.6107 -4.0809
N -0.1767 1.5416 0.9423
N 3.8703 2.7110 -0.0335
N -2.0515 3.2476 -4.7508
N -1.9222 -2.1187 0.9345
N 3.2360 3.1534 -2.3253
N -0.2507 -3.6481 0.7494
N 2.0119 1.4522 -1.0210
N 0.1313 -1.4676 0.0007
N 4.3386 1.0958 -1.7552
N -1.8773 5.7611 -0.5983
N -0.7694 -0.0337 -3.1196
C 1.4944 -1.9128 -0.1218
C 1.0559 -0.8488 2.7622
C -2.2594 -6.7032 2.7871
C -1.0241 -6.2562 3.2415
C 4.8144 1.6987 -0.5110
C 1.5497 -5.3497 3.9679
C -0.3706 -5.2371 2.5640
C -0.7341 4.9746 -1.1723
C -3.9677 -1.0525 1.3816
C 4.1923 2.1308 -2.7666
C -2.6940 -0.9573 0.7811
C -0.9704 -4.6713 1.4313
C 3.0626 0.4728 -1.5025
C -2.8424 -6.1582 1.6559
C -2.2962 0.1727 0.0850
C -4.8561 -0.0026 1.2887
C 1.9642 2.5171 -2.0714
C 3.7285 3.7297 -1.0660
C 3.7329 -2.1619 0.7225
C -0.3907 2.5260 1.5170
C -5.4589 -2.3788 2.6894
C 1.8742 -2.6279 -1.2579
C -0.6766 -2.3842 0.5503
C -4.4775 1.1354 0.5823
C 3.1660 -3.0869 -1.4222
C 2.5826 2.1021 0.2116
C -3.2336 1.2165 -0.0058
C 2.4322 -1.6810 0.8977
C -2.1845 -5.1484 0.9681
C 4.1004 -2.8468 -0.4199
C -0.8606 3.7000 -3.9525
B -0.7529 3.9380 2.0878
H -2.0625 2.2226 -4.8015
H 5.7844 2.1648 -0.6803
H -2.7565 5.2653 -0.8477
H -3.7909 -6.5279 1.2953
H 1.8915 2.8745 0.5458
H 4.6938 4.2020 -1.2471
H -0.0142 5.6274 -1.6604
H -5.1704 1.9610 0.4931
H -6.2878 -2.3325 1.9815
H 0.2709 -0.3022 2.2397
H -2.0700 3.6206 -5.7011
H -2.7601 -7.4962 3.3240
H 0.7428 -3.8068 0.6547
H -2.6072 -4.7349 0.0608
H -1.7931 5.7676 0.4317
H -5.4308 -3.3593 3.1550
H 0.7219 -1.8500 3.0324
H -1.8614 4.1615 1.6247
H 3.4404 -3.6369 -2.3110
H 1.2803 3.2815 -1.7203
H 3.8331 1.6819 -3.6947
H -1.9370 6.7156 -0.9544
H -0.0344 3.0276 -4.1659
H 5.1568 2.6009 -2.9547
H 2.6992 -0.0027 -2.4092
H 4.4459 -1.9629 1.5107
H 1.0058 -5.2424 4.9079
H 1.1190 -2.8229 -2.0100
H 4.9233 0.9223 0.2473
H 1.7197 -6.4058 3.7547
H -5.5803 -1.6118 3.4563
H -5.8324 -0.0600 1.7448
H 3.1964 -0.2715 -0.7312
H -2.9962 2.1187 -0.5438
H 5.1173 -3.1982 -0.5268
H 2.6655 1.3383 0.9869
H 1.5878 2.0682 -2.9924
H -0.5855 -6.7009 4.1211
H -2.8973 3.5358 -4.2181
H 3.0268 4.4943 -0.7198
H 2.5027 -4.8345 4.0365
H -0.5908 4.7155 -4.2348
H 1.3218 -0.3088 3.6674
H -0.2489 4.5017 -0.3174
H -2.4089 -2.8684 1.4159
H -0.7748 3.9199 3.2841
H 0.0879 4.7146 1.6564

***

Computed, not measured: a structure of composition C31H47BrO2P2Re in a non-equilibrium geometry, with ωB97M-V/def2-TZVPD.

Frontier orbital gap (spin up / spin down) ... 5.60 / 4.55 eV
⟨S²⟩ ... 3.7840
Multiplicity ... 4
Energy ... -127732.4229 eV
Charge ... +2
LUMO level (spin up / spin down) ... -7.20 / -8.24 eV

Cartesian coordinates (Å):
Re 1.1441 2.0078 0.4698
Br -1.5296 -1.3025 6.5913
P 0.3416 2.1679 -3.7320
P -0.1323 -1.1300 -3.9487
O -2.5863 -1.0733 3.4230
O -0.9114 -2.6013 3.2475
C 1.3894 0.0132 2.9732
C -0.1257 4.6774 1.4532
C 0.2442 0.4733 -1.0686
C 1.4661 -0.1573 -1.2080
C 3.9297 1.4746 1.8594
C -3.3294 -3.5236 6.9820
C 0.2935 2.2684 2.3660
C -3.4431 -4.1611 4.2521
C -4.1185 -4.9523 5.1871
C -1.0741 1.9002 2.8187
C -1.8779 -1.7152 -4.1939
C -4.0689 -4.6275 6.5476
C 2.0816 2.5774 -4.1976
C 0.2516 -0.1692 -5.4598
C -1.3319 -1.6109 -0.9218
C -1.9886 -2.1488 3.6884
C 2.1605 3.4223 1.6161
C 0.3359 -2.9281 0.4069
C -2.6984 -3.0512 4.6828
C -0.4584 3.7878 -4.0842
C -1.1528 -0.0647 -0.8334
C 0.6468 -2.7320 -4.4360
C -0.1605 1.2932 -5.3069
C 3.0008 4.4441 0.9400
C 0.7414 3.5276 1.8386
C -0.8444 -2.3254 0.2935
C 2.5797 2.0988 1.9868
C 1.6210 -2.6791 -0.3426
C 1.4281 1.4018 2.4678
C -2.6098 -2.7658 6.0488
C 1.7203 -1.5893 -1.4596
H 4.4464 1.8695 0.9776
H -0.3267 4.1331 -5.1155
H -1.4999 -2.1939 1.1692
H -1.3570 0.9043 2.4596
H 0.2175 5.5936 1.9484
H 4.5202 1.6969 2.7521
H -1.5305 3.6949 -3.8813
H 0.1538 1.8794 -6.1830
H -3.2867 -3.2615 8.0333
H -1.7923 2.6496 2.4867
H -4.6293 -5.2157 7.2678
H -1.2545 1.2871 -5.2628
H 0.7995 -3.3902 -3.5708
H -2.4168 -1.8131 -0.9830
H -0.8309 -2.0335 -1.8057
H -0.0735 4.8484 0.3737
H 1.8070 -3.6296 -0.8453
H 2.3208 0.5177 -1.4131
H 2.6868 1.6851 -3.9909
H 2.4061 -0.3667 3.1245
H -0.2919 -0.6686 -6.2801
H 4.0544 4.1867 1.0368
H -1.5307 0.2913 0.1295
H 0.0105 -3.2591 -5.1601
H -1.1254 1.8313 3.9175
H 0.8651 -0.6274 2.2705
H 2.7287 -1.6815 -1.9119
H 2.7821 4.5328 -0.1267
H -1.9958 -2.2544 -5.1499
H -4.6744 -5.8255 4.8557
H 1.6278 -2.5412 -4.8862
H -0.0680 4.5485 -3.4035
H 2.1701 2.8447 -5.2614
H 1.0376 -1.8930 -2.2736
H 0.3616 -3.8179 1.0365
H 0.2578 1.5994 -1.3511
H 0.8128 -0.0350 3.9096
H 2.4388 3.4028 -3.5695
H -2.1309 -2.4010 -3.3755
H 2.8148 5.4153 1.4021
H -1.8044 0.4383 -1.5555
H 2.4425 -2.5243 0.3813
H -2.5665 -0.8653 -4.1532
H -1.1730 4.4918 1.7113
H 1.3263 -0.2747 -5.6502
H -3.5117 -4.3822 3.1861
H 3.8479 0.3856 1.7824

***

Computed, not measured: a structure of composition C31H47BrO2P2Ti in a non-equilibrium geometry, with ωB97M-V/def2-TZVPD.

Frontier orbital gap (spin up / spin down) ... 3.27 / 3.17 eV
⟨S²⟩ ... 0.7684
Multiplicity ... 2
Energy ... -148728.6226 eV
Charge ... +1
LUMO level (spin up / spin down) ... -5.51 / -5.50 eV

Cartesian coordinates (Å):
Br -0.6398 -2.4588 2.6824
Ti 0.6744 -2.6308 -2.8034
P 2.0827 -0.6220 -3.4819
P -2.6267 -2.8866 -0.3494
O 0.0074 -1.2467 -0.0484
O 1.7005 -2.2937 -1.0490
C 1.6327 -3.4514 -4.2587
C 0.6787 -4.3533 -4.9931
C -1.7087 1.7272 -1.4948
C 3.4005 -2.1650 3.6628
C -0.6247 -1.4295 -5.4778
C -1.7090 -4.4197 -0.9834
C -0.8293 -4.2545 -4.5513
C -3.4184 -3.6180 1.0962
C 1.8073 -1.9983 -4.7798
C 0.5265 1.9822 -0.1863
C 3.2453 -1.5786 1.3272
C 1.2250 0.8971 -3.9955
C -1.1632 -3.0660 -3.6592
C 0.9400 1.7185 1.1456
C 2.3009 1.8846 1.6799
C -4.0359 -2.8004 -1.5228
C -0.2797 -4.2550 -1.4545
C -1.2794 1.1705 0.9793
C 0.8385 -1.5714 -5.9103
C 3.8801 -0.3872 -3.4138
C 1.8798 -1.8812 1.3297
C 3.9985 -1.7165 2.4837
C -0.2329 1.1106 3.3461
C -0.8487 -1.7294 -3.9909
C 2.0258 -2.4082 3.7140
C 1.2610 -2.2494 2.5505
C -0.8447 1.6218 -0.3008
C 1.3868 2.5887 -1.2206
C -0.1967 1.2960 1.8857
C 1.1138 -1.7951 0.0184
C -2.6115 0.6442 1.3173
H 2.5277 1.0986 2.4116
H 4.1955 -0.4725 -2.3589
H -3.7419 -2.3988 -2.5012
H 5.0620 -1.4930 2.4675
H 0.7265 -4.1841 -6.0752
H -4.3043 -4.1647 0.7685
H 0.9235 -2.3581 -6.6726
H 1.1845 -0.6163 -6.3311
H 0.6811 0.6113 3.6944
H 0.7946 2.9077 -2.0863
H -3.1714 0.3973 0.4064
H 4.1741 0.5955 -3.8112
H -1.4674 -4.2164 -5.4562
H -2.0257 -3.1898 -3.0022
H 0.3588 -4.0072 -0.6067
H -0.2985 2.0880 3.8555
H 2.8214 -1.9104 -5.2006
H -2.4739 2.4991 -1.3230
H 1.5231 -2.6940 4.6400
H -3.1911 1.3812 1.8907
H 1.9431 1.7376 -4.0362
H -1.1413 2.0130 -2.3847
H -2.5356 -0.2693 1.9303
H 2.5587 -3.9219 -3.8735
H 0.7095 0.8044 -4.9592
H -3.6898 -2.7860 1.7551
H -1.3685 -0.9416 -3.4329
H 1.9203 3.4633 -0.8203
H -2.2326 0.7831 -1.7063
H 3.0368 1.8080 0.8694
H -0.9915 -0.4221 -5.7249
H -4.7653 -2.1076 -1.0792
H 0.4634 1.1121 -3.2277
H 2.4347 2.8585 2.1782
H 0.1204 -5.2071 -1.8553
H -1.2409 -2.1286 -6.0757
H -1.1035 0.5115 3.6345
H -1.6917 -5.1189 -0.1234
H 4.3789 -1.1797 -3.9880
H 1.0110 -5.3843 -4.8365
H 2.1516 1.8764 -1.5663
H -1.1147 -5.2050 -4.0591
H 3.9802 -2.3266 4.5719
H 3.6878 -1.2302 0.3961
H -2.3026 -4.8604 -1.8077
H -4.4877 -3.7939 -1.6283
H -2.7012 -4.2666 1.6043

***

Computed, not measured: a structure of composition C31H47IIrN11OPS in a non-equilibrium geometry, with ωB97M-V/def2-TZVPD.

Frontier orbital gap (spin up / spin down) ... 7.27 / 6.68 eV
⟨S²⟩ ... 0.7566
Multiplicity ... 2
Energy ... -82401.5258 eV
Charge ... +2
LUMO level (spin up / spin down) ... -5.96 / -6.35 eV

Cartesian coordinates (Å):
Ir 0.8161 -1.9937 -0.1069
I 4.6739 -4.1161 -1.2179
S 1.2605 -2.3707 2.1983
P -0.7466 1.0360 0.3761
O 1.1793 -4.1063 -0.3450
N 0.1594 2.4112 0.2967
N 0.2328 -0.1757 0.1409
N 1.5150 -2.0900 -2.1805
N -1.2132 -2.5747 -0.2142
N 3.3449 -0.9773 1.1478
N -1.8357 0.9614 -0.8520
N 1.7842 -6.2467 -0.4331
N -1.5229 1.0889 1.8202
N -4.7121 -1.9529 2.9985
N 3.3202 -1.2452 3.3965
N 2.7255 -1.2881 -0.0286
C 2.7549 -1.4637 2.2010
C -4.1047 -2.1909 2.0541
C -3.0570 2.3565 -3.0869
C 0.9532 4.6252 1.0078
C -1.8473 -2.5742 -1.3946
C -2.4208 1.4302 4.6609
C 1.2514 2.5232 -0.6978
C -3.2189 -2.5209 -1.5203
C 3.4038 -4.6760 0.4071
C -2.6735 1.9495 2.1995
C -3.3435 -2.3997 0.8491
C 2.0444 -4.9781 -0.1406
C -3.5482 2.5282 -1.6504
C 0.9640 -2.6581 -3.2551
C -1.5790 1.9661 -3.1000
C -1.9605 -2.5140 0.8992
C -1.7419 0.1696 4.0981
C 2.4028 4.3650 0.5720
C 0.2852 3.3326 1.4483
C 2.5597 -1.2590 -2.3434
C 4.3469 0.1680 -1.1445
C 2.5490 2.9585 -0.0308
C 3.0237 -0.9293 -3.6005
C -3.9891 -2.4149 -0.3809
C -1.3410 0.7383 -2.2253
C 1.3771 -2.3774 -4.5451
C -3.2756 1.2562 -0.8571
C 2.4174 -1.4841 -4.7184
C -0.7821 0.5224 2.9766
C 3.1983 -0.7785 -1.1079
C -2.4927 2.5345 3.5960
H -1.8878 -0.1134 -2.6489
H -0.2848 0.4744 -2.1943
H -3.6448 1.5727 -3.5768
H -0.9763 2.7979 -2.7243
H 2.4634 -6.9755 -0.2920
H 4.1238 1.0065 -1.8056
H -1.1938 -0.3520 4.8839
H 4.2487 -0.8578 3.4391
H 3.3505 2.9481 -0.7706
H 3.3584 -3.8399 1.0945
H -3.6559 1.3263 0.1510
H -5.0682 -2.3510 -0.4283
H 4.5694 0.5285 -0.1485
H 0.8877 2.8814 2.2441
H -1.8608 1.8021 5.5191
H 3.0702 4.4679 1.4283
H -0.2371 -0.3544 2.6393
H -3.4217 1.1786 5.0121
H -0.7002 3.5388 1.8501
H 0.9254 5.3323 1.8363
H -1.4459 -2.5796 1.8477
H -0.0380 1.2369 3.3494
H 2.8060 2.2283 0.7433
H -3.2072 3.2779 -3.6490
H 3.8571 -0.2488 -3.7035
H 2.7684 -1.2337 -5.7108
H -2.4948 -0.5178 3.7198
H 0.8860 -6.5022 -0.8120
H -1.5856 3.1387 3.6305
H -4.6177 2.7444 -1.6326
H -1.2266 -2.6201 -2.2714
H -3.0246 3.3635 -1.1749
H 2.9251 -1.6564 4.2239
H 1.3789 1.5580 -1.1849
H 0.8872 -2.8486 -5.3852
H 0.3787 5.0618 0.1879
H 2.7021 5.1145 -0.1609
H 0.9775 3.2556 -1.4643
H -2.7915 2.7537 1.4713
H -3.5882 1.3489 2.2019
H -3.3320 3.2016 3.7931
H -1.2516 1.7452 -4.1186
H -3.6721 -2.5606 -2.5008
H 5.2385 -0.3337 -1.5331
H -3.7832 0.4167 -1.3476
H 3.8653 -5.5377 0.8769
H 0.1848 -3.3834 -3.0716